ORCA calculation (ωB97M-V/def2-TZVPD) on an isolated molecule of C2H2N4.

Output
DFT total energy: -296.31686 Eh
frontier orbital gap: 8.62 eV
max |F|: 1.392 eV Å⁻¹
HOMO energy: -8.194 eV

The geometry in ORCA input format:
```
! wB97M-V def2-TZVPD RIJCOSX def2/J DEFGRID3
* xyz 0 1
C 0.18375 0.95110 -0.37267
N 1.37632 1.20648 -0.49015
N 0.98513 -1.19322 1.43516
N -0.01803 -1.14349 0.87988
C -1.04301 -0.74601 0.19413
N -0.98264 0.62562 -0.17401
H 1.39947 1.64757 -1.40164
H -1.88402 -1.37121 -0.03227
*
```